1.
75
Properties=species:S:1:pos:R:3 method="wB97M-V/def2-TZVPD" homo_ev="1.50 / 1.52" spin_multiplicity=2 relative_energy_kcal_mol=67.5 charge=-2 s_squared=0.769 energy_ha=-2721.1643 lumo_ha="0.12518 / 0.12516" max_force_ev_per_a=13.5 gap_ev="1.90 / 1.88"
O -0.15182 -2.14273 1.15312
V 1.07690 -2.80313 1.90803
C 2.14843 -5.16157 0.80954
O 2.16464 -6.20337 1.44274
O 1.01868 -4.72871 0.58947
O 2.69492 -4.35803 1.55545
C 0.32816 -4.52825 3.91738
O -0.40782 -4.28523 2.93800
O 0.79122 -5.66651 3.83075
O 1.33696 -3.82187 3.86294
C -2.12111 0.53496 4.06789
O -1.50240 0.19328 2.84947
C -2.32024 0.45869 1.69962
C -2.70234 1.97037 1.46562
N -1.56248 2.73816 1.07773
C -1.90633 4.09651 0.77072
C -0.64802 4.93926 0.32270
O -0.18039 4.19100 -0.77091
C 0.72268 4.90848 -1.57559
H -3.12919 0.12130 4.04039
H -2.20769 1.61870 4.14618
H -1.55340 0.16666 4.92239
H -3.25188 -0.08264 1.86422
H -1.85464 -0.01599 0.83591
H -3.24517 2.42694 2.29325
H -3.43365 1.97286 0.65737
H -1.12701 2.37827 0.24050
H -2.48324 4.57228 1.56377
H -2.66264 4.02885 -0.01128
H 0.09061 4.91916 1.12402
H -0.95675 5.96232 0.10790
H 0.93798 4.35755 -2.49113
H 1.65637 5.25809 -1.13503
H 0.22779 5.85126 -1.80870
C -0.54056 1.47385 -5.44515
O 0.12423 1.05778 -4.20841
C -0.57448 1.41789 -3.04628
C 0.09793 0.80207 -1.81111
N 0.34172 -0.65567 -1.89683
C -0.89264 -1.48793 -2.06425
C -0.56571 -2.97280 -2.30378
O -0.23097 -3.24782 -3.69321
C -1.37797 -3.70433 -4.44120
H -0.72218 2.54810 -5.47843
H -1.49228 0.95437 -5.55682
H 0.02669 1.15055 -6.31797
H -1.56452 0.96443 -3.09412
H -0.53486 2.50209 -2.94117
H -0.50778 1.00352 -0.92758
H 1.00450 1.38187 -1.63770
H 0.88097 -0.89673 -2.71609
H -1.44041 -1.14226 -2.94092
H -1.53010 -1.49726 -1.18014
H -1.40137 -3.53981 -1.89359
H 0.30319 -3.21343 -1.69124
H -0.98629 -3.89054 -5.44121
H -2.17017 -2.95573 -4.43044
H -1.65106 -4.65275 -3.97858
C 2.06731 1.41343 3.11011
C 1.63310 0.12964 2.32916
C 2.71811 -0.42041 1.45307
O 2.35706 -1.63747 0.76902
C 3.29610 -1.81203 -0.32354
N 1.05059 -0.89602 3.22667
H 2.65020 1.05787 3.95976
H 1.25580 1.96151 3.58883
H 2.75992 2.05603 2.56654
H 0.78563 0.35751 1.68266
H 3.58741 -0.62403 2.07832
H 3.01568 0.34648 0.73793
H 4.31019 -2.02383 0.01536
H 3.39004 -0.99789 -1.04219
H 3.04715 -2.66101 -0.96022
H 0.18651 -0.49390 3.56099
H 1.50611 -1.02193 4.11927

2.
29
Properties=species:S:1:pos:R:3 method="wB97M-V/def2-TZVPD" homo_ev=-2.63 charge=-1 energy_ha=-939.5341 lumo_ha=0.09384 max_force_ev_per_a=2.8 gap_ev=5.19
C 2.12927 -1.80161 0.54604
C 2.41023 -0.52570 -0.30627
O 2.24456 0.67177 0.49540
C 1.99597 1.76635 -0.29681
O 2.72598 1.99441 -1.21265
C 0.83773 2.73504 -0.00704
C -0.47126 2.01065 0.45798
C -1.00470 0.97573 -0.57958
C -1.34691 -0.37091 0.06173
C -1.74904 -0.61737 1.30869
F -1.99416 0.21061 2.31402
C -1.93261 -2.12407 1.48751
O -2.18872 -2.58678 2.53845
O -1.79217 -2.72409 0.27493
C -1.29816 -1.72787 -0.60416
O -0.96137 -2.00351 -1.67347
H 2.77976 -2.63491 0.22106
H 2.29931 -1.52327 1.60529
H 1.06978 -2.10312 0.43705
H 1.62088 -0.48432 -1.08790
H 3.38248 -0.58133 -0.82472
H 0.66578 3.45295 -0.82439
H 1.16294 3.34052 0.87325
H -0.21845 1.54247 1.42992
H -1.25863 2.76978 0.62813
H -0.24114 0.74434 -1.35688
H -1.88897 1.34317 -1.14100
O -3.83337 -0.57476 -2.52425
H -3.14501 -1.17416 -2.24033

3.
18
Properties=species:S:1:pos:R:3 method="wB97M-V/def2-TZVPD" homo_ev=-14.14 relative_energy_kcal_mol=91.3 charge=+1 energy_ha=-360.4297 lumo_ha=-0.14589 max_force_ev_per_a=5.2 gap_ev=10.17
C 1.26590 -0.63982 -0.02917
C 2.56127 -0.54170 -0.70153
C -0.02491 0.65913 -0.67623
C -0.60214 -1.02671 1.18315
C -2.11243 0.96579 0.56810
N 0.79678 -1.26212 0.94278
N 2.63211 0.16644 -1.74931
N -1.17294 0.04937 0.05496
H 3.43162 -1.02441 -0.25041
H 0.14977 1.62221 -0.25538
H 0.11683 0.39991 -1.69489
H -1.22270 -1.84355 1.09519
H -0.57518 -0.67673 2.15851
H -1.59422 1.68176 1.25954
H -2.61280 1.57619 -0.14673
H -2.90961 0.36265 1.07957
H 3.49509 0.05645 -2.26973
H -1.62244 -0.52486 -0.56841

4.
10
Properties=species:S:1:pos:R:3 method="wB97M-V/def2-TZVPD" homo_ev=-9.16 relative_energy_kcal_mol=28.4 energy_ha=-702.4483 lumo_ha=0.01387 max_force_ev_per_a=5.4 gap_ev=9.54 smiles="O=C(CO)SO"
C 0.31583 0.13085 -0.16706
C -0.79077 -0.81424 -0.23012
O 0.59278 1.07591 -0.81151
O -1.97471 -0.39946 -0.95114
O 2.56901 1.11351 0.96567
S 1.44461 -0.05596 1.45518
H -0.63692 -1.70882 -0.88693
H -1.12312 -1.24337 0.78444
H -2.54823 0.25420 -0.53852
H 2.15152 1.64738 0.37999

5.
19
Properties=species:S:1:pos:R:3 method="wB97M-V/def2-TZVPD" homo_ev=-10.12 relative_energy_kcal_mol=16.5 energy_ha=-348.1786 lumo_ha=0.03027 max_force_ev_per_a=0.3 gap_ev=10.94 smiles=CC[C@@H](O)[C@@H](C)O
C -1.90425 0.91019 -1.57770
C -1.49055 -0.00998 -0.42944
C 0.03207 -0.28812 -0.40496
O 0.78219 0.78432 -0.94346
C 0.58443 -0.54853 1.00897
C 2.04634 -0.97131 0.92883
O 0.44607 0.70460 1.68498
H -1.14233 1.67953 -1.71514
H -1.97806 0.37121 -2.52967
H -2.86071 1.40546 -1.37760
H -1.79631 0.42519 0.52943
H -2.02304 -0.96624 -0.51075
H 0.25400 -1.16162 -1.03072
H 0.72959 1.46928 -0.25629
H -0.01329 -1.31306 1.53176
H 2.58922 -0.25370 0.30589
H 2.51603 -1.02081 1.91941
H 2.13442 -1.96126 0.46824
H 1.09419 0.74487 2.39822